A cluster of 2 separate species, C10H15N2O in total in a non-equilibrium geometry, computed with ωB97M-V/def2-TZVPD.

Multiplicity: 1
Energy above the lowest of the compared OMol25 structures with the same formula, charge and spin: 103.95 kJ/mol
Total charge: +1
Total energy: -574.48145 Eh
Kohn-Sham gap: 5.5 eV

XYZ file:
```
28
Properties=species:S:1:pos:R:3:forces:R:3:mulliken_charge:R:1
N -0.827 0.750 1.820 -1.2 0.0 0.2 -0.37
N -0.035 -0.285 1.266 0.9 -0.2 0.4 -0.12
C 1.254 -0.253 1.775 0.0 0.7 -0.1 0.13
O 1.740 0.780 2.208 -0.3 -1.3 -0.3 -0.53
H -0.240 1.585 1.888 -0.2 -0.3 -0.1 0.27
H -1.629 0.893 1.213 0.6 0.4 -0.2 0.11
H -0.462 -1.205 1.276 0.0 0.3 0.2 0.26
H 1.747 -1.241 1.715 0.2 0.4 0.0 0.27
C -4.394 0.949 1.751 0.5 0.6 0.3 -1.50
C -3.986 -0.480 1.767 -1.0 -0.4 0.0 1.35
C -3.753 -1.126 3.082 0.8 0.2 0.3 -1.55
C -3.986 -1.226 0.574 0.3 -0.5 -0.9 0.81
C -3.565 -2.596 0.530 0.0 0.1 0.1 -0.21
C -3.540 -3.303 -0.661 0.0 -0.1 0.3 -0.87
C -3.952 -2.700 -1.855 0.0 0.3 0.4 -0.26
C -4.396 -1.371 -1.846 -0.1 0.3 0.1 -0.82
C -4.410 -0.643 -0.667 0.1 0.0 0.1 -0.18
H -3.921 1.499 0.924 -0.2 -0.2 0.2 0.46
H -5.482 1.067 1.626 0.2 -0.3 0.0 0.43
H -4.112 1.441 2.690 -0.1 -0.1 -0.2 0.39
H -3.070 -1.982 3.028 -0.3 0.2 0.0 0.37
H -3.319 -0.401 3.785 -0.2 -0.2 -0.2 0.40
H -4.694 -1.492 3.527 0.1 0.2 -0.3 0.38
H -3.257 -3.091 1.452 -0.1 0.1 -0.4 0.25
H -3.203 -4.339 -0.654 -0.1 0.3 -0.1 0.40
H -3.932 -3.261 -2.786 0.0 0.1 0.2 0.43
H -4.734 -0.896 -2.768 0.1 -0.2 0.3 0.39
H -4.767 0.391 -0.672 0.2 -0.5 -0.1 0.31
```
Forces are in eV/Å.